The following is a quantum chemistry calculation of a molecular structure, C35H39F4N4O2SSbW, from OMol25.

```
! RIJCOSX wB97M-V def2-TZVPD def2/J DEFGRID3
* xyz 2 1
W 0.1032 -1.0322 0.4510
C -5.2787 0.0325 2.3527
C -4.6096 0.2600 1.0063
N -3.5744 1.3099 1.0417
C -4.0083 2.7131 0.8301
C -4.2137 3.4668 2.1351
C -2.3176 1.0536 1.3177
S -1.8311 -0.5712 1.7955
N -1.4525 2.0767 1.3848
C -0.1651 1.9413 1.2891
O 0.3868 0.8673 0.7439
C 0.7382 2.9799 1.7614
C 0.2040 4.1529 2.3083
C 1.0479 5.1246 2.8073
C 2.4246 4.9292 2.7731
C 2.9606 3.7675 2.2309
C 2.1237 2.7940 1.7163
H -5.9910 -0.7873 2.2657
H -5.8243 0.9135 2.6850
H -4.5474 -0.2335 3.1163
H -5.3365 0.5732 0.2583
H -4.1415 -0.6576 0.6513
H -4.9336 2.6613 0.2596
H -3.2587 3.2052 0.2142
H -5.0044 3.0234 2.7369
H -4.5010 4.4932 1.9095
H -3.2974 3.4880 2.7222
H -0.8681 4.2897 2.3317
H 0.6392 6.0337 3.2259
H 3.0840 5.6899 3.1697
H 4.0327 3.6264 2.2063
H 2.5395 1.8949 1.2820
F 3.0084 -5.8049 -3.7784
C 2.7268 -4.5714 -3.3606
C 3.6910 -3.8649 -2.6643
C 3.3897 -2.5848 -2.2274
C 2.1402 -2.0215 -2.4853
C 1.2017 -2.7573 -3.2130
C 1.4830 -4.0388 -3.6536
Sb 1.5462 -0.0824 -1.8838
C 1.5157 -1.5125 1.8391
C 1.8984 -0.5689 2.8358
C 2.9662 -0.7882 3.6699
C 3.6811 -1.9729 3.5257
F 4.7216 -2.1799 4.3111
C 3.3426 -2.9477 2.5965
C 2.2622 -2.7203 1.7758
C 3.2935 0.6451 -0.9313
C 3.6798 1.9284 -1.3242
C 4.7931 2.5428 -0.7702
C 5.5057 1.8564 0.1930
F 6.5608 2.4470 0.7585
C 5.1580 0.5808 0.6075
C 4.0496 -0.0207 0.0360
H 4.6576 -4.3157 -2.4858
H 4.1503 -2.0233 -1.7007
H 0.2365 -2.3231 -3.4589
H 0.7755 -4.6208 -4.2284
H 1.3423 0.3491 2.9620
H 3.2588 -0.0746 4.4281
H 3.9215 -3.8596 2.5433
H 1.9945 -3.4797 1.0551
H 3.1120 2.4699 -2.0728
H 5.1075 3.5332 -1.0697
H 5.7580 0.0820 1.3571
H 3.7766 -1.0160 0.3626
F 0.2899 -2.7968 -0.0700
C -3.0170 -0.4239 -4.1261
N -2.5723 -0.2509 -2.7412
C -2.1691 1.1078 -2.3979
C -2.2272 -1.2853 -1.9574
O -1.3086 -1.1210 -1.0766
N -2.8337 -2.4689 -2.0628
C -4.2108 -2.6233 -2.5343
C -2.2353 -3.6440 -1.4260
H -2.3824 0.1911 -4.7646
H -4.0521 -0.1104 -4.2597
H -2.9075 -1.4578 -4.4365
H -2.9571 1.7891 -2.7180
H -1.2395 1.3846 -2.8975
H -2.0357 1.2046 -1.3245
H -4.7041 -1.6576 -2.5888
H -4.7453 -3.2423 -1.8147
H -4.2534 -3.1103 -3.5080
H -2.4069 -3.6409 -0.3480
H -1.1680 -3.6805 -1.6208
H -2.6999 -4.5280 -1.8547
*
```

- frontier orbital gap (alpha / beta) (Eh) = 0.2139 / 0.2140

---

The following is a quantum chemistry calculation of a molecular structure, C35H40BBiF4Ge2OP, from OMol25.

```
! RIJCOSX wB97M-V def2-TZVPD def2/J DEFGRID3
* xyz 1 1
Bi 0.1483 0.1376 0.3458
C 3.5492 0.3981 2.5794
C 3.9372 -0.3210 1.2967
Ge 2.7770 0.1306 -0.3013
C 3.3899 -0.6153 -2.0647
C 4.9013 -0.4861 -2.1768
C 2.8594 2.1365 -0.2922
C 2.0351 3.1513 0.0136
Ge 0.0395 2.7541 0.1877
C -1.2753 3.6053 1.5268
C -0.9029 4.8768 2.2751
C -0.6953 2.9551 -1.6911
C -0.9679 4.3704 -2.1813
C 2.5020 4.5405 0.0184
C 1.5632 5.5669 -0.0502
C 1.9438 6.8922 -0.1134
C 3.2897 7.2218 -0.0929
C 4.2387 6.2177 0.0195
C 3.8539 4.8923 0.0789
H 4.2714 0.1794 3.3649
H 2.5621 0.0881 2.9327
H 3.5248 1.4765 2.4242
H 3.9482 -1.3989 1.4322
H 4.9383 -0.0089 0.9973
H 2.8861 -0.0795 -2.8683
H 3.0931 -1.6587 -2.1111
H 5.2220 0.5521 -2.1058
H 5.2223 -0.8813 -3.1375
H 5.3936 -1.0571 -1.3924
H 3.8870 2.3929 -0.5396
H -1.5040 2.8129 2.2455
H -2.1843 3.7832 0.9522
H 0.0914 4.8066 2.7083
H -1.6203 5.0509 3.0764
H -0.9235 5.7447 1.6239
H -1.6241 2.3829 -1.7275
H 0.0031 2.4727 -2.3782
H -1.6357 4.8976 -1.5030
H -1.4409 4.3350 -3.1605
H -0.0469 4.9385 -2.2711
H 0.5127 5.3013 -0.0660
H 1.1952 7.6687 -0.1768
H 3.5952 8.2544 -0.1551
H 5.2870 6.4735 0.0622
H 4.6147 4.1336 0.1826
O -2.6864 -0.3896 -0.8006
C -2.1313 -0.3136 0.2498
C -2.7625 -0.3127 1.5738
C -4.1608 -0.2681 1.5952
C -4.8444 -0.1743 2.7921
C -4.1475 -0.1135 3.9890
C -2.7641 -0.1895 3.9873
C -2.0644 -0.2978 2.7921
P -0.2557 -0.5187 2.8120
C -0.0129 -2.3039 3.0201
C -1.0777 -3.1714 3.2406
C -0.8400 -4.5311 3.3376
C 0.4459 -5.0273 3.2048
C 1.5076 -4.1611 3.0018
C 1.2857 -2.8010 2.9121
C 0.3299 0.2588 4.3539
C 0.6574 -0.5302 5.4526
C 1.0874 0.0749 6.6197
C 1.1857 1.4550 6.6930
C 0.8821 2.2395 5.5899
C 0.4652 1.6434 4.4140
H -4.6922 -0.3055 0.6554
H -5.9226 -0.1398 2.7877
H -4.6814 -0.0149 4.9213
H -2.2165 -0.1645 4.9201
H -2.0839 -2.7911 3.3398
H -1.6671 -5.2072 3.4941
H 0.6173 -6.0916 3.2512
H 2.5077 -4.5471 2.8976
H 2.1148 -2.1313 2.7403
H 0.5782 -1.6062 5.3975
H 1.3426 -0.5330 7.4730
H 1.5060 1.9235 7.6098
H 0.9719 3.3129 5.6432
H 0.2515 2.2481 3.5423
F 2.0338 -2.3481 0.0951
B 0.9400 -2.8673 -0.6977
F -0.1673 -2.8643 0.1343
F 0.7551 -1.8969 -1.6881
F 1.2532 -4.0701 -1.1848
*
```

- frontier orbital gap (Eh) = 0.2672

---

The following is a quantum chemistry calculation of a molecular structure, C35H41BrCoF3N5O4S3Si, from OMol25.

```
! RIJCOSX wB97M-V def2-TZVPD def2/J DEFGRID3
* xyz -2 2
Co -1.7108 -0.2208 1.9594
C -1.1765 3.3840 4.0307
C -1.0885 2.0283 3.4241
N -2.0640 1.3865 2.8955
N -3.3357 1.8745 2.8602
C -4.0424 1.0567 2.0844
O -3.6076 0.0365 1.4765
C -5.4900 1.4056 1.9102
C -6.0608 2.4948 2.5612
C -7.4041 2.7865 2.3784
C -8.1825 1.9920 1.5452
C -7.6140 0.9050 0.8963
C -6.2697 0.6122 1.0776
C 0.1936 1.3066 3.2825
C 1.3978 1.7774 3.7839
C 2.5426 1.0173 3.5889
C 2.4521 -0.1866 2.9133
C 1.2109 -0.5960 2.4387
N 0.1191 0.1336 2.6167
H -2.2236 3.6654 4.1145
H -0.6746 4.0998 3.3756
H -0.7124 3.4157 5.0196
H -5.4347 3.1003 3.2013
H -7.8453 3.6363 2.8860
H -9.2329 2.2199 1.4039
H -8.2174 0.2805 0.2488
H -5.8016 -0.2319 0.5888
H 1.4334 2.7244 4.3026
H 3.4958 1.3677 3.9663
H 3.3205 -0.8083 2.7438
H 1.0585 -1.5287 1.9091
S -2.3285 -1.8328 3.8403
C -3.1105 -2.9223 2.7436
C -4.1724 -3.7225 3.1846
C -4.8201 -4.6328 2.3613
C -5.8946 -5.4257 2.8910
N -6.7501 -6.0591 3.3316
C -4.4063 -4.7714 1.0281
C -3.3547 -3.9816 0.5701
C -2.6964 -3.0641 1.3834
S -1.3638 -2.1429 0.7154
C -5.0411 -5.6967 0.1363
N -5.5471 -6.4457 -0.5788
H -4.4919 -3.6230 4.2137
H -3.0356 -4.0803 -0.4596
F -3.2283 3.5393 0.0738
C -2.3377 3.2638 -0.8873
F -2.1908 4.3797 -1.6285
F -2.8684 2.3243 -1.6803
S -0.7217 2.7125 -0.1832
O -0.4807 3.6515 0.8946
O 0.1717 2.8289 -1.3166
O -0.9881 1.3546 0.2498
C 3.6166 1.5575 -0.1230
C 3.9111 1.3477 -1.6198
C 3.2958 2.5612 -2.3341
C 5.4313 1.3928 -1.8453
Si 3.1397 -0.3011 -2.2439
Br 1.1548 -0.4572 -1.2786
C 4.1145 -1.8665 -1.6582
C 3.2472 -3.1359 -1.7315
C 5.3878 -2.1192 -2.4783
C 4.5020 -1.7286 -0.1779
C 2.8265 -0.2857 -4.1406
C 2.3863 -1.6705 -4.6363
C 1.6898 0.6872 -4.4972
C 4.0812 0.1256 -4.9264
H 4.1089 2.4827 0.1998
H 3.9808 0.7502 0.5108
H 2.5472 1.6733 0.0531
H 3.7346 3.4684 -1.9018
H 2.2167 2.6173 -2.1807
H 3.5116 2.5768 -3.4036
H 5.8021 2.3779 -1.5386
H 5.7032 1.2558 -2.8953
H 5.9713 0.6475 -1.2611
H 2.9017 -3.3716 -2.7358
H 2.3672 -3.0614 -1.0928
H 3.8498 -3.9827 -1.3819
H 5.1591 -2.3614 -3.5173
H 5.9233 -2.9793 -2.0579
H 6.0744 -1.2711 -2.4741
H 3.6333 -1.4860 0.4363
H 5.2667 -0.9723 -0.0004
H 4.8991 -2.6882 0.1738
H 1.5220 -2.0452 -4.0850
H 3.1848 -2.4111 -4.5727
H 2.1001 -1.5904 -5.6914
H 0.7695 0.4490 -3.9639
H 1.4907 0.6057 -5.5726
H 1.9298 1.7263 -4.2810
H 4.9356 -0.5248 -4.7304
H 4.3874 1.1498 -4.7108
H 3.8664 0.0693 -6.0006
*
```

- frontier orbital gap (alpha / beta) (Eh) = 0.1951 / 0.1981

---

The following is a quantum chemistry calculation of 2 unconnected molecules or ions with the total composition C35H41ClNO3, from OMol25.

```
! RIJCOSX wB97M-V def2-TZVPD def2/J DEFGRID3
* xyz -1 1
C 5.5895 -0.9721 -0.3427
C 4.9882 -0.0039 -1.3694
C 5.1790 1.4224 -0.8543
C 5.7675 -0.1357 -2.6800
C 3.4919 -0.3329 -1.5872
C 2.4834 0.5144 -1.2176
C 1.0987 0.1816 -1.3359
C 0.0883 1.0393 -0.8088
C -1.2624 0.9025 -1.1258
C -2.1972 1.9225 -1.0318
C -3.5689 1.7997 -1.4191
C -4.4515 2.8993 -1.2495
C -5.8076 2.7895 -1.5241
C -6.3196 1.5711 -2.0066
Cl -7.9926 1.4155 -2.3089
C -5.4646 0.4840 -2.2429
C -4.1042 0.5987 -1.9670
C 0.7763 -1.0360 -2.0062
C 1.7156 -1.9644 -2.3628
C 1.3325 -3.3606 -2.9116
C 2.0073 -3.6163 -4.2612
C -0.1758 -3.4942 -3.1148
C 1.7674 -4.4444 -1.9173
C 3.1327 -1.6532 -2.1300
O 4.0184 -2.5183 -2.3499
H 5.5310 -1.9968 -0.7198
H 6.6401 -0.7140 -0.1624
H 5.0435 -0.9133 0.6068
H 4.7933 2.1490 -1.5793
H 4.6843 1.5706 0.1133
H 6.2500 1.6172 -0.7143
H 5.3631 0.5551 -3.4269
H 6.8216 0.1081 -2.5057
H 5.6941 -1.1568 -3.0594
H 2.7200 1.5006 -0.8053
H 0.4125 1.9600 -0.3158
H -1.6129 -0.0700 -1.4773
H -1.8646 2.8934 -0.6595
H -4.0401 3.8402 -0.8800
H -6.4784 3.6292 -1.3678
H -5.8731 -0.4426 -2.6368
H -3.4498 -0.2461 -2.1752
H -0.2731 -1.2454 -2.2049
H 3.0937 -3.5831 -4.1515
H 1.7106 -4.6033 -4.6358
H 1.6934 -2.8550 -4.9839
H -0.7160 -3.3832 -2.1677
H -0.5387 -2.7567 -3.8391
H -0.3971 -4.4930 -3.5101
H 1.3131 -4.2584 -0.9363
H 1.4411 -5.4267 -2.2805
H 2.8557 -4.4423 -1.8125
C -3.5110 -2.4052 1.9299
C -2.0266 -2.3277 2.1128
O -1.6568 -0.9307 1.9633
C -0.3571 -0.7637 1.6873
C 0.1673 0.5643 2.1354
C 1.6203 0.7882 2.0334
N -0.6512 1.2798 2.8711
C -0.3835 2.2926 3.6386
C -1.4028 2.9194 4.4468
C -1.0790 3.9425 5.3712
C -2.0752 4.5280 6.1430
C -3.4067 4.0986 6.0141
C -3.7322 3.0613 5.1223
C -2.7358 2.4754 4.3398
O 0.3515 -1.5993 1.1344
H -3.8542 -3.4103 2.1709
H -4.0375 -1.6982 2.5743
H -3.7849 -2.2022 0.8913
H -1.7205 -2.6356 3.1204
H -1.4883 -2.9264 1.3728
H 2.0179 0.0619 1.3210
H 1.8158 1.8121 1.6777
H 2.1368 0.6545 3.0017
H 0.6471 2.6728 3.7315
H -0.0356 4.2452 5.4642
H -1.8228 5.3190 6.8508
H -4.1896 4.5687 6.6108
H -4.7627 2.7065 5.0387
H -2.9523 1.6630 3.6434
*
```

- frontier orbital gap (Eh) = 0.1469

---

The following is a quantum chemistry calculation of a molecular structure, C35H41N10Sr, from OMol25.

```
! RIJCOSX wB97M-V def2-TZVPD def2/J DEFGRID3
* xyz 1 1
Sr 0.0799 0.6466 -0.5677
C -1.9282 -3.4570 -2.1791
C -1.2314 -2.3709 -1.4122
N -0.4301 -1.5299 -1.9315
C -0.0721 -1.5688 -3.3466
C 1.0559 -0.5799 -3.6067
N 0.5991 0.8005 -3.5987
C 1.5965 1.8265 -3.3348
C 0.9364 3.1441 -2.9453
N 0.3031 3.0539 -1.6245
C 0.9554 3.7444 -0.4930
C 1.3572 2.8502 0.6887
N 0.5963 0.8345 1.9937
C -0.2210 -0.0803 2.7159
C -0.1044 -0.1136 4.2122
C -0.9396 -1.1497 2.0545
C -1.6116 -2.1381 2.8070
C -2.1899 -3.2023 2.1558
C -2.1032 -3.3069 0.7683
C -1.4416 -2.3027 0.0810
N -0.8987 -1.2611 0.7155
H -2.0156 -3.1987 -3.2313
H -2.9271 -3.6406 -1.7896
H -1.3639 -4.3904 -2.1057
H -0.9346 -1.3205 -3.9755
H 0.2600 -2.5690 -3.6368
H 1.5146 -0.8025 -4.5739
H 1.8373 -0.7488 -2.8458
H -0.2757 0.9613 -3.1214
H 2.2139 1.9701 -4.2257
H 2.2901 1.5239 -2.5265
H 0.1789 3.3888 -3.6929
H 1.6833 3.9418 -2.9702
H -0.6721 3.3198 -1.6526
H 0.3184 4.5504 -0.1279
H 1.8767 4.2032 -0.8613
H 2.0567 3.4197 1.3000
H 1.9723 2.0175 0.3205
H 0.4393 0.7565 4.5704
H 0.4153 -1.0107 4.5659
H -1.0922 -0.1058 4.6795
H -1.6638 -2.0715 3.8826
H -2.7014 -3.9690 2.7227
H -2.5329 -4.1557 0.2584
C -6.0949 0.8294 3.1561
C -4.7548 1.2347 2.6067
C -3.6554 1.4607 3.4235
C -2.4164 1.8259 2.9171
C -2.1848 1.9970 1.5374
N -1.0118 2.3215 0.9088
C 0.1935 2.3616 1.6331
C 0.2125 3.1974 2.8781
C 1.1987 3.2612 3.8071
C 2.4079 2.5172 3.8935
C 3.4451 2.9813 4.8826
C 2.7352 1.3708 3.1427
C 1.9287 0.6098 2.3474
N 2.4749 -0.5510 1.7185
C 3.2570 -1.5182 2.2430
C 3.5456 -2.4030 1.2326
C 2.8856 -1.8799 0.1100
N 2.2379 -0.7617 0.4026
C -3.3202 1.7543 0.7299
C -4.5500 1.3876 1.2393
N -3.2154 1.8885 -0.6949
C -3.9097 2.7486 -1.4606
C -3.6213 2.4657 -2.7771
C -2.7330 1.3867 -2.7037
N -2.4792 1.0408 -1.4417
H -6.0826 0.8226 4.2454
H -6.3786 -0.1699 2.8200
H -6.8804 1.5162 2.8369
H -3.7648 1.3523 4.4974
H -1.6087 1.9818 3.6187
H -0.6310 3.8687 2.9859
H 1.0741 4.0193 4.5737
H 3.2092 3.9667 5.2789
H 4.4322 3.0300 4.4188
H 3.5217 2.2899 5.7260
H 3.7613 1.0257 3.2261
H 3.5271 -1.5072 3.2855
H 4.1386 -3.2979 1.2967
H 2.8521 -2.2714 -0.8944
H -5.3622 1.2066 0.5429
H -4.5531 3.4848 -1.0094
H -4.0072 2.9533 -3.6544
H -2.2857 0.8404 -3.5207
*
```

- frontier orbital gap (alpha / beta) (Eh) = 0.2053 / 0.2145

---

Let's list energy in order: -77038.773, -178697.081, -208813.719, -57115.969, -52692.157 eV.